1.
{
  "formula": "C23H72N16O13",
  "method": "ωB97M-V with the def2-TZVPD basis set",
  "species": ["C", "O", "N", "N", "H", "H", "H", "H", "C", "O", "N", "N", "H", "H", "H", "H", "C", "O", "N", "N", "H", "H", "H", "H", "C", "O", "N", "N", "H", "H", "H", "H", "C", "O", "N", "N", "H", "H", "H", "H", "C", "O", "N", "N", "H", "H", "H", "H", "C", "O", "N", "N", "H", "H", "H", "H", "C", "O", "N", "N", "H", "H", "H", "H", "C", "C", "C", "O", "H", "H", "H", "H", "H", "H", "H", "H", "C", "C", "C", "O", "H", "H", "H", "H", "H", "H", "H", "H", "C", "C", "C", "O", "H", "H", "H", "H", "H", "H", "H", "H", "C", "C", "C", "O", "H", "H", "H", "H", "H", "H", "H", "H", "C", "C", "C", "O", "H", "H", "H", "H", "H", "H", "H", "H"],
  "xyz": [[-22.24, 12.23, -4.71], [-23.31, 11.82, -4.30], [-21.49, 11.55, -5.63], [-21.72, 13.43, -4.35], [-20.61, 11.94, -5.90], [-21.79, 10.65, -5.95], [-20.85, 13.81, -4.67], [-22.30, 13.96, -3.71], [-28.64, 15.36, -7.90], [-28.46, 16.08, -6.93], [-27.62, 14.84, -8.63], [-29.89, 15.02, -8.37], [-27.81, 14.27, -9.43], [-26.64, 15.03, -8.44], [-29.92, 14.34, -9.11], [-30.61, 15.18, -7.69], [-27.60, 9.68, -11.27], [-28.67, 9.60, -11.85], [-26.74, 8.64, -11.06], [-27.14, 10.87, -10.76], [-27.07, 7.77, -11.43], [-25.87, 8.82, -10.58], [-26.20, 10.93, -10.41], [-27.64, 11.72, -10.94], [-24.53, 15.84, -4.18], [-24.76, 15.49, -5.33], [-24.93, 15.09, -3.12], [-23.90, 17.01, -3.88], [-24.99, 15.45, -2.18], [-25.38, 14.21, -3.30], [-24.09, 17.49, -3.01], [-23.62, 17.45, -4.74], [-25.00, 10.00, -8.18], [-24.66, 9.67, -9.32], [-26.20, 9.68, -7.63], [-24.16, 10.60, -7.29], [-26.76, 9.02, -8.14], [-26.55, 10.01, -6.73], [-24.61, 11.05, -6.50], [-23.30, 10.94, -7.67], [-21.90, 10.23, -11.90], [-21.39, 11.09, -11.19], [-21.47, 10.04, -13.19], [-22.79, 9.29, -11.48], [-21.53, 9.14, -13.64], [-20.80, 10.66, -13.62], [-23.11, 8.61, -12.14], [-23.18, 9.36, -10.55], [-18.55, 13.83, -10.49], [-17.72, 14.56, -10.98], [-19.56, 14.27, -9.66], [-18.49, 12.46, -10.56], [-20.38, 13.68, -9.61], [-19.74, 15.25, -9.76], [-17.76, 12.02, -11.07], [-19.17, 11.98, -9.99], [-26.92, 12.14, -5.58], [-27.02, 10.96, -5.21], [-25.77, 12.84, -5.39], [-27.91, 12.80, -6.24], [-25.63, 13.78, -5.78], [-25.01, 12.44, -4.86], [-27.72, 13.71, -6.62], [-28.78, 12.32, -6.39], [-26.54, 13.43, -13.12], [-25.77, 12.69, -14.21], [-24.69, 11.77, -13.64], [-26.64, 12.01, -15.11], [-26.80, 14.46, -13.39], [-25.85, 13.57, -12.28], [-27.46, 12.92, -12.84], [-25.31, 13.44, -14.86], [-25.07, 10.83, -13.26], [-24.20, 12.24, -12.78], [-23.87, 11.67, -14.36], [-27.20, 11.42, -14.59], [-24.39, 13.15, -9.82], [-23.79, 13.95, -8.68], [-22.93, 15.07, -9.21], [-24.92, 14.56, -7.99], [-25.01, 12.35, -9.38], [-23.65, 12.65, -10.44], [-25.16, 13.64, -10.42], [-23.33, 13.28, -7.94], [-22.84, 15.96, -8.56], [-23.21, 15.50, -10.17], [-21.88, 14.80, -9.10], [-24.55, 15.09, -7.28], [-21.60, 16.17, -12.34], [-22.42, 15.25, -13.19], [-21.64, 14.71, -14.38], [-22.89, 14.14, -12.41], [-21.15, 16.98, -12.92], [-20.67, 15.66, -12.03], [-22.07, 16.59, -11.46], [-23.30, 15.79, -13.56], [-21.43, 15.49, -15.12], [-22.26, 13.98, -14.92], [-20.74, 14.21, -14.03], [-22.26, 13.42, -12.55], [-24.77, 18.77, -6.94], [-23.33, 18.31, -6.92], [-22.31, 19.14, -7.66], [-22.95, 18.17, -5.54], [-25.59, 18.10, -6.67], [-25.04, 19.06, -7.96], [-24.93, 19.65, -6.30], [-23.37, 17.29, -7.33], [-21.38, 18.57, -7.59], [-22.17, 20.15, -7.28], [-22.53, 19.32, -8.71], [-22.02, 17.94, -5.52], [-27.28, 17.84, -9.84], [-26.68, 17.88, -11.23], [-25.45, 16.99, -11.38], [-27.65, 17.51, -12.24], [-27.62, 16.84, -9.56], [-28.13, 18.52, -9.84], [-26.54, 18.16, -9.11], [-26.45, 18.89, -11.57], [-24.95, 17.09, -12.34], [-25.67, 15.94, -11.16], [-24.70, 17.39, -10.69], [-27.99, 16.65, -11.99]],
  "mulliken_charge": [0.686, -0.775, -0.360, -0.382, 0.162, 0.270, 0.156, 0.178, 0.659, -0.630, 0.485, -0.485, -0.129, -0.265, 0.147, 0.278, 0.351, -0.718, -0.269, 0.119, 0.195, 0.336, -0.094, 0.070, 0.110, -0.407, -0.313, -0.507, 0.168, 0.213, 0.158, 0.404, 0.258, -0.540, -0.147, -0.073, 0.240, 0.154, -0.096, 0.190, 0.529, -0.545, -0.375, -0.274, 0.160, 0.225, 0.147, 0.181, 0.594, -0.659, -0.404, -0.303, 0.291, 0.211, 0.200, 0.160, 0.277, -0.856, 0.294, -0.258, -0.182, 0.384, 0.186, 0.259, -0.148, 0.054, -0.639, -0.616, 0.234, -0.424, 0.415, 0.176, 0.188, -0.111, 0.433, 0.387, 2.018, 0.885, 1.040, 0.321, -0.714, -0.142, -1.282, -0.351, -0.438, -1.244, -0.259, -0.400, -0.920, 0.776, -1.651, 0.342, 0.455, 0.082, 0.131, 0.021, 0.444, 0.354, 0.361, -0.048, -1.650, 2.308, -1.515, -0.579, 0.294, 0.414, 0.390, -0.973, 0.449, 0.359, 0.305, 0.339, 0.301, -0.044, 0.065, -0.609, -0.394, 0.455, -0.414, 0.481, 0.201, -0.374, 0.099, 0.321],
  "e_tot_ha": -2774.05389,
  "gap_ev": 9.5
}



2.
{
  "formula": "C6H19F2N4O6PRbS2",
  "method": "ωB97M-V with the def2-TZVPD basis set",
  "species": ["Rb", "N", "S", "O", "O", "F", "S", "O", "O", "F", "O", "H", "O", "P", "N", "C", "C", "N", "C", "C", "N", "C", "C", "H", "H", "H", "H", "H", "H", "H", "H", "H", "H", "H", "H", "H", "H", "H", "H", "H", "H"],
  "xyz": [[1.76, -3.07, -0.63], [-1.36, -4.27, -3.41], [-0.95, -2.76, -3.74], [-1.95, -1.71, -3.87], [0.30, -2.55, -4.34], [-0.44, -2.30, -2.26], [-2.08, -4.44, -5.03], [-1.20, -4.04, -6.14], [-3.51, -4.07, -5.00], [-2.01, -6.02, -5.14], [1.57, -5.67, -1.45], [1.34, -6.45, -0.90], [2.11, 2.48, 2.56], [0.93, 1.85, 1.89], [1.18, 1.40, 0.31], [0.45, 0.36, -0.46], [2.20, 2.18, -0.48], [-0.37, 2.96, 1.73], [-1.50, 2.74, 0.71], [-0.09, 4.44, 1.94], [0.29, 0.58, 2.89], [1.22, -0.02, 3.84], [-0.99, -0.03, 2.89], [0.32, -0.56, 0.11], [1.08, 0.04, -1.30], [-0.53, 0.63, -0.87], [1.66, 2.65, -1.30], [2.81, 1.46, -1.03], [2.93, 2.80, 0.03], [-2.27, 3.49, 0.88], [-1.22, 2.91, -0.33], [-2.13, 1.85, 0.84], [-0.07, 4.90, 0.95], [-0.71, 4.89, 2.71], [0.90, 4.67, 2.33], [1.46, -0.98, 3.39], [2.14, 0.55, 3.89], [0.80, -0.31, 4.80], [-1.15, -0.97, 2.38], [-1.69, 0.79, 2.75], [-1.27, -0.40, 3.88]],
  "nbo_charge": [0.989, -1.048, 2.396, -0.898, -0.941, -0.601, 2.323, -0.872, -0.866, -0.483, -0.433, 0.434, -1.100, 2.397, -0.842, -0.395, -0.408, -0.828, -0.429, -0.413, -0.781, -0.402, -0.420, 0.172, 0.196, 0.220, 0.193, 0.181, 0.249, 0.213, 0.190, 0.210, 0.186, 0.199, 0.234, 0.144, 0.245, 0.198, 0.173, 0.223, 0.198],
  "e_tot_ha": -2271.86934,
  "gap_ev": [7.3, 4.7],
  "multiplicity": 2
}



3.
{
  "formula": "C4H9N2P",
  "method": "ωB97M-V with the def2-TZVPD basis set",
  "species": ["C", "C", "C", "C", "N", "N", "P", "H", "H", "H", "H", "H", "H", "H", "H", "H"],
  "xyz": [[-0.63, -0.83, -0.89], [0.66, -0.73, -1.12], [-2.46, 0.20, 0.53], [2.67, -0.08, 0.91], [-1.21, 0.27, -0.25], [1.31, 0.34, -0.53], [0.11, 1.27, 0.23], [-1.33, -1.64, -1.40], [1.11, -1.35, -1.81], [-2.66, 1.18, 1.01], [-3.28, -0.02, -0.08], [-2.44, -0.40, 1.36], [1.99, 0.10, 1.79], [2.92, -1.11, 0.69], [3.18, 0.70, 0.57], [0.05, 2.09, -1.01]],
  "nbo_charge": [-0.049, -0.059, -0.399, -0.584, -0.660, -0.702, 0.962, 0.214, 0.205, 0.209, 0.205, 0.196, 0.163, 0.175, 0.159, -0.037],
  "e_tot_ha": -608.45828,
  "gap_ev": [5.8, 8.7],
  "multiplicity": 3
}



4.
{
  "formula": "C17H35BCl26O4",
  "method": "ωB97M-V with the def2-TZVPD basis set",
  "species": ["C", "C", "O", "B", "O", "C", "O", "O", "C", "H", "H", "H", "H", "H", "H", "H", "H", "H", "C", "Cl", "Cl", "H", "H", "C", "Cl", "Cl", "H", "H", "C", "Cl", "Cl", "H", "H", "C", "Cl", "Cl", "H", "H", "C", "Cl", "Cl", "H", "H", "C", "Cl", "Cl", "H", "H", "C", "Cl", "Cl", "H", "H", "C", "Cl", "Cl", "H", "H", "C", "Cl", "Cl", "H", "H", "C", "Cl", "Cl", "H", "H", "C", "Cl", "Cl", "H", "H", "C", "Cl", "Cl", "H", "H", "C", "Cl", "Cl", "H", "H"],
  "xyz": [[3.41, -5.14, 4.48], [4.08, -4.40, 3.17], [3.18, -3.49, 2.45], [2.74, -2.36, 3.29], [3.64, -1.22, 3.68], [1.16, -2.29, 3.81], [0.75, -1.63, 4.92], [0.14, -2.95, 2.98], [-0.11, -4.26, 3.66], [3.44, -4.51, 5.47], [2.33, -5.53, 4.24], [4.08, -6.10, 4.69], [5.12, -3.91, 3.48], [4.36, -5.28, 2.41], [3.54, -1.03, 4.67], [-1.24, -4.49, 3.83], [0.43, -5.06, 2.98], [0.45, -4.24, 4.69], [4.03, 1.36, 1.34], [4.53, 3.03, 1.65], [2.62, 1.31, 0.27], [4.85, 0.82, 0.87], [3.77, 0.89, 2.29], [0.10, -4.80, -0.19], [-1.09, -5.79, 0.66], [0.73, -5.64, -1.61], [-0.37, -3.86, -0.50], [0.93, -4.58, 0.49], [-0.17, 3.70, 0.56], [0.33, 5.37, 0.87], [-1.58, 3.65, -0.50], [0.65, 3.16, 0.09], [-0.43, 3.23, 1.52], [-5.64, 3.83, -0.64], [-6.83, 2.83, 0.21], [-5.01, 2.99, -2.07], [-6.11, 4.76, -0.96], [-4.81, 4.04, 0.03], [2.16, -1.11, 7.84], [2.12, 0.40, 8.75], [3.75, -1.40, 7.14], [1.91, -1.94, 8.52], [1.42, -1.07, 7.04], [-8.16, 2.15, -3.79], [-8.65, 0.61, -4.51], [-8.58, 3.51, -4.84], [-8.67, 2.27, -2.83], [-7.08, 2.14, -3.63], [4.34, -1.27, -2.26], [4.39, -1.37, -0.50], [4.16, -2.87, -2.98], [3.49, -0.65, -2.56], [5.27, -0.82, -2.62], [7.41, 6.01, 1.63], [5.64, 6.00, 1.63], [8.06, 5.22, 0.19], [7.76, 7.05, 1.65], [7.77, 5.49, 2.52], [-3.33, 6.60, 1.55], [-3.92, 4.95, 1.79], [-4.63, 7.66, 1.01], [-2.94, 6.97, 2.50], [-2.54, 6.59, 0.80], [-10.93, -1.41, -6.77], [-12.12, -2.40, -5.92], [-10.31, -2.25, -8.20], [-11.40, -0.47, -7.08], [-10.10, -1.19, -6.09], [9.67, 2.83, 3.52], [7.91, 2.71, 3.58], [10.19, 4.42, 2.95], [10.07, 2.66, 4.52], [10.06, 2.06, 2.84], [5.56, -4.42, -6.22], [6.32, -3.09, -7.10], [6.36, -5.96, -6.58], [5.64, -4.22, -5.15], [4.51, -4.49, -6.51], [-12.87, 0.22, -9.90], [-14.50, 0.90, -10.00], [-11.90, 1.05, -8.68], [-12.94, -0.84, -9.64], [-12.38, 0.32, -10.88]],
  "mulliken_charge": [-0.788, -0.268, -0.345, 0.633, -0.584, 0.539, -0.550, -0.301, -0.511, 0.213, 0.140, 0.348, 0.252, 0.294, 0.176, 0.262, 0.115, 0.306, -0.074, -0.078, -0.156, 0.223, 0.068, 0.260, -0.168, -0.167, 0.277, -0.194, 0.022, -0.170, -0.103, -0.030, 0.273, 0.583, -0.172, -0.195, 0.293, -0.526, 0.078, -0.166, -0.169, 0.301, 0.026, 0.008, -0.143, -0.163, 0.258, 0.041, -0.356, -0.063, -0.158, 0.265, 0.317, -0.117, -0.154, -0.135, 0.334, 0.053, -0.102, -0.163, -0.165, 0.321, 0.122, 0.503, -0.173, -0.157, -0.118, -0.053, -0.275, -0.105, -0.143, 0.296, 0.260, -0.008, -0.155, -0.157, 0.055, 0.264, -0.180, -0.155, -0.167, 0.203, 0.298],
  "e_tot_ha": -12959.45228,
  "gap_ev": 9.3
}